Below is C39H44BBrN11O3STi as an isolated structure, with properties calculated with wB97M-V/def2-TZVPD.

Output
HOMO level (spin up / spin down) = -7.818 / -7.818 eV
Gap between HOMO and LUMO (spin up / spin down) = 7.48 / 5.57 eV
Total charge = 0
F_max = 0.58 eV/Å
Multiplicity = 2
Calculated total energy = -168367.3863 eV
Expectation value of S² = 0.791

Geometry (Å):
Br 2.26057 -0.63611 -1.16319
Ti 0.14189 0.73070 -1.01369
S -1.20165 -3.76146 -0.30227
O 2.94570 2.05912 1.07315
O 1.00918 2.06953 -0.01888
O -0.33767 2.97473 1.97449
N -2.75118 1.11219 0.31962
N 0.28163 1.34964 -2.72333
N 0.02700 -5.88717 -1.30331
N -1.44690 -0.58347 -1.74826
N -0.18333 -0.46695 0.79979
N 1.33388 -3.98153 -1.00785
N -1.72757 1.70937 -0.33600
N -3.87488 -1.08697 1.08881
N -1.41524 -0.78097 1.24948
N -4.69621 -0.42960 1.94156
N -2.51484 -0.95082 -1.01084
C 0.27204 3.41717 -5.69565
C 0.00728 -1.53191 2.75797
C 2.40943 1.29937 3.83995
C -1.69229 -0.96481 -3.00020
C 1.41016 5.18486 1.57609
C -5.11886 -2.64517 2.03222
C 3.72402 -4.50924 -1.35649
C -2.94269 -1.56687 -3.09028
C 1.63544 4.20898 2.54710
C -1.32559 -1.42297 2.42348
C 0.61240 2.47504 -6.66639
C 0.68264 -0.91732 1.70909
C 0.79713 0.73044 -5.00275
C 0.42587 1.68689 -3.98350
C 0.87203 1.15539 -6.31271
C -4.10009 -2.42572 1.14128
C 2.36645 -4.26906 -1.99788
C -1.98722 3.00940 -0.35248
C 2.87504 5.82496 3.83169
C 0.13358 -4.57765 -0.89901
C 2.51128 0.47486 4.95020
C 2.64708 6.79036 2.86493
C 0.97551 -6.90803 -0.84151
C -3.43550 -1.52008 -1.80298
C 0.18722 0.80148 5.41776
C 0.96386 -7.07993 0.67130
C 2.37321 4.53850 3.67473
C 1.09780 -0.69649 -4.67199
C 1.18821 1.88166 3.50180
C 1.75853 2.25488 1.05047
C 0.17972 3.06044 -4.37282
C -3.65330 2.03283 0.68937
C 1.03183 2.82133 2.30349
C -3.20437 3.27130 0.27218
C 1.40265 0.22555 5.74816
C 1.91093 6.46603 1.73262
C -0.16830 4.06452 -3.32390
C 0.08091 1.61762 4.29987
C -5.45058 -1.35855 2.49915
B -2.67465 -0.42752 0.43880
H 2.55584 3.79641 4.43936
H -5.55773 -3.58857 2.30577
H -2.21202 -1.75447 2.93817
H -0.08087 5.07643 -3.71718
H 1.13265 0.43839 -7.08180
H -6.20642 -1.07378 3.21396
H 1.34200 -3.02550 -0.67660
H 4.01987 -3.63663 -0.77307
H 0.84082 4.92624 0.69076
H 1.97732 -6.66357 -1.18137
H -1.27658 3.69218 -0.78025
H 1.74048 -0.77699 1.56459
H -0.69459 3.69657 2.50351
H 1.48699 -0.41544 6.61666
H 0.80843 -1.34469 -5.50037
H -3.41241 -1.98979 -3.95992
H -4.53070 1.73165 1.23282
H 3.70369 -5.37074 -0.68726
H 2.43133 -3.40153 -2.66058
H 3.46679 0.02757 5.19421
H 3.04098 7.79060 2.99049
H -0.69059 0.60718 6.02135
H -0.88314 2.02616 4.03169
H 1.23739 -6.14647 1.16533
H 4.48344 -4.67943 -2.12082
H -3.68601 4.22294 0.41149
H 0.08929 4.44468 -5.98473
H 3.44645 6.06939 4.71798
H -4.37490 -1.85685 -1.40104
H 1.67373 -7.85105 0.97437
H -1.19417 3.91469 -2.97983
H 0.43129 -1.97689 3.63974
H -0.02748 -7.36861 1.02339
H 0.61173 -1.02988 -3.76060
H 0.48614 3.95464 -2.46007
H 0.69853 -7.83838 -1.33860
H 2.17103 -0.81610 -4.50583
H -3.50688 -3.11609 0.56175
H 1.73160 7.21152 0.96835
H 0.67672 2.77373 -7.70471
H 3.27710 1.48918 3.22439
H -0.96815 -0.79081 -3.77710
H -0.93326 -6.18035 -1.19282
H 2.04508 -5.11029 -2.60802

Cartesian forces (eV/Å) of the 3 atoms listed first:
Br -0.190 -0.005 -0.231
Ti 0.176 0.069 0.220
S 0.214 -0.181 -0.042

---

Below is CH3BrNO3S as an isolated structure in a non-equilibrium geometry, with properties calculated with wB97M-V/def2-TZVPD.

Output
HOMO level (spin up / spin down) = -4.980 / -4.982 eV
Gap between HOMO and LUMO (spin up / spin down) = 7.81 / 7.81 eV
Total charge = -1
F_max = 3.48 eV/Å
Calculated total energy = -89593.2440 eV

Geometry (Å):
Br 1.53494 -0.26894 0.50824
S -1.38517 0.00838 -0.18698
O -2.63965 0.54846 0.34931
O -1.34059 0.09609 -1.63113
O -1.06667 -1.31360 0.33381
N 2.72185 -1.05455 -0.66165
C -0.11929 0.95710 0.54227
H 2.42453 -1.98903 -0.78727
H -0.32416 1.19536 1.52194
H 0.19422 1.82073 0.01146

Cartesian forces (eV/Å) of the 3 atoms listed first:
Br 1.150 0.188 2.117
S -2.900 -1.453 -0.227
O 0.666 0.354 0.233

---

Below is a 2-piece molecular cluster, C6H17NO overall in a non-equilibrium geometry, with properties calculated with wB97M-V/def2-TZVPD.

Output
HOMO level = -8.725 eV
Gap between HOMO and LUMO = 9.62 eV
Total charge = 0
F_max = 6.42 eV/Å
Calculated total energy = -10032.6612 eV

Geometry (Å):
O -0.90673 -2.96508 1.34120
N 1.01932 -0.67653 0.74445
C -1.01769 1.66623 -1.47382
C -2.41993 1.61146 -1.86090
C 0.94304 -0.02112 1.94966
C 2.37106 -1.42338 0.54759
C 0.80642 0.31030 -0.34768
C -0.68946 0.76037 -0.33163
H -0.09102 -2.76861 1.08852
H -2.56941 0.77430 -2.45025
H 1.08596 -0.28901 -1.33842
H -0.30730 1.27122 -2.35460
H 1.46132 1.12785 -0.19630
H 2.51200 -2.09334 1.31785
H 2.51236 -2.14158 -0.20800
H 1.79520 -0.15701 2.68613
H 3.16765 -0.73560 0.28019
H -3.15007 1.35356 -1.04522
H -1.39073 -0.13660 -0.55425
H 0.08363 -0.49293 2.58824
H 0.71873 1.03933 2.00113
H -0.66913 2.75115 -1.30060
H -1.34529 -2.30926 0.72721
H -1.10470 1.12520 0.61119
H -2.81523 2.41910 -2.42168

Cartesian forces (eV/Å) of the 3 atoms listed first:
O -6.299 0.070 0.117
N 2.409 -1.636 -3.867
C 3.842 1.709 -1.385

---

Below is a 2-piece molecular cluster, C4H14NO2S overall in a non-equilibrium geometry, with properties calculated with wB97M-V/def2-TZVPD.

Output
HOMO level = -12.626 eV
Gap between HOMO and LUMO = 9.61 eV
Total charge = +1
F_max = 1.60 eV/Å
Calculated total energy = -20789.0525 eV

Geometry (Å):
S -2.42241 0.60718 0.79330
O 1.25388 -1.64007 -2.31529
O 1.82981 -0.66693 2.99541
N 1.46707 -0.80488 0.22551
C 0.38667 -0.16467 -0.62868
C 0.90567 -0.28263 -2.04703
C 0.05701 1.24500 -0.14128
C -1.39557 1.59004 -0.35741
H 1.85233 0.26846 -2.15335
H 0.27038 0.12608 -2.84353
H 0.45755 -2.18329 -2.23827
H -3.57931 0.70308 0.12732
H 1.03355 -1.36024 0.96785
H 0.28749 1.27337 0.92237
H -0.48895 -0.80667 -0.55901
H 1.05373 -0.21377 3.33844
H 2.03717 -0.12967 0.72710
H 0.67027 2.00754 -0.60895
H 1.92477 -1.50340 -0.37284
H -1.74621 1.48759 -1.38297
H -1.57147 2.63362 -0.11439
H 2.22937 -1.19895 3.69312

Cartesian forces (eV/Å) of the 3 atoms listed first:
S 0.055 -0.116 -0.139
O -0.196 0.069 0.416
O -0.009 -0.041 -0.616

---

Below is C16H11AsCl5N2OS4Tc as an isolated structure in a non-equilibrium geometry, with properties calculated with wB97M-V/def2-TZVPD.

Output
HOMO level (spin up / spin down) = -14.375 / -14.375 eV
Gap between HOMO and LUMO (spin up / spin down) = 5.48 / 5.48 eV
Total charge = +2
F_max = 1.35 eV/Å
Calculated total energy = -190773.1135 eV

Geometry (Å):
Tc 0.11023 -0.28187 -0.43425
As 1.36524 -2.96831 0.88588
Cl -2.78915 5.06292 2.44454
Cl 0.06821 4.16905 3.19580
Cl -3.24734 1.08784 -1.04034
Cl 1.31239 1.73618 1.96694
Cl -4.39774 3.50047 0.32182
S 1.01007 -2.60720 -1.20464
S 3.16707 -3.82961 1.73599
S 0.41395 -1.20894 1.78459
S 1.29164 -4.93411 1.80596
O 1.66611 0.35047 -0.73862
N -0.78288 0.00221 -2.33620
N -1.73011 -1.47899 -0.38073
C -0.38144 0.90323 -3.21730
C -2.10343 3.70418 1.69718
C -0.95399 1.39790 0.44069
C -3.07412 -2.77948 -2.04729
C -1.68275 -0.94446 -2.72388
C -2.14722 -1.04618 -4.04921
C -0.81839 3.28246 2.03528
C -2.24446 1.87330 0.13044
C 3.03237 0.62287 -0.89342
C -1.67305 -0.08953 -4.97335
C -3.49862 -2.93299 -3.38338
C -2.82010 2.98834 0.73722
C -0.27552 2.14599 1.43317
C -2.18359 -1.79508 -1.73253
C -3.06118 -2.07979 -4.35905
C -0.80919 0.88740 -4.54847
H 3.60920 -0.01528 -0.21852
H -3.47235 -3.43461 -1.28082
H 0.30241 1.66875 -2.87211
H 3.22888 1.66469 -0.64204
H -2.48714 -0.96573 0.08108
H -2.00916 -0.12625 -6.00183
H -1.64740 -2.35027 0.13570
H -0.44670 1.64668 -5.22610
H 3.34736 0.42123 -1.91859
H -3.41605 -2.17869 -5.37666
H -4.19344 -3.72526 -3.62389

Cartesian forces (eV/Å) of the 3 atoms listed first:
Tc 0.405 -0.656 1.086
As -0.067 -0.156 0.138
Cl -0.007 0.029 0.008

---

Below is a single C2H3IOS molecule in a non-equilibrium geometry, with properties calculated with wB97M-V/def2-TZVPD.

Output
HOMO level = -8.773 eV
Gap between HOMO and LUMO = 8.20 eV
Total charge = 0
F_max = 3.29 eV/Å
Calculated total energy = -23104.2831 eV

Geometry (Å):
I 2.14307 -1.37597 -0.02373
S 1.99365 2.02956 -0.00904
O -0.12754 0.73867 0.17478
C -1.08590 -0.34651 -0.01311
C 1.10736 0.65895 -0.07206
H -2.02767 0.14601 -0.05929
H -1.25738 -1.03626 0.93014
H -0.74558 -0.81445 -0.92769

Cartesian forces (eV/Å) of the 3 atoms listed first:
I -0.924 1.202 -0.238
S 0.195 -0.926 -0.522
O -2.854 -1.124 0.566